C26H49BBeBr5Cl4F2NO15SV | wB97M-V/def2-TZVPD

Cartesian coordinates (Å):
O  -5.50915  2.08156  1.23202
C  -4.56800  1.34790  1.59035
F  -3.69522  0.71619  0.62872
C  -4.32079  1.02951  3.16336
C  -3.33656  2.15886  3.82571
N  -3.77287  3.46337  3.23647
C  -3.34354  4.63497  4.08916
B  -2.38704  5.56828  3.14834
O  -2.92133  6.74382  2.45663
O  -0.97479  5.31951  2.91374
C  -1.84803  1.72391  3.41254
O  -1.09383  2.32989  2.60825
O  -1.36844  0.50677  3.98130
H  -3.75818  0.01549  3.16446
H  -5.30352  0.99194  3.76808
H  -3.44502  2.13174  4.98040
H  -4.80976  3.44817  3.33807
H  -2.87737  4.34024  5.09252
H  -4.28339  5.27313  4.32365
H  -2.68350  6.55524  1.50999
H  -0.60473  4.78183  3.64784
Br  0.46664  0.05381  2.92497
C  1.65599  -1.48700  3.07626
C  2.46077  -1.43730  4.35192
Br  3.92399  -0.15368  4.22107
H  2.27046  -1.49972  2.17291
H  0.99632  -2.35740  3.07382
H  2.94229  -2.39886  4.53960
H  1.86966  -1.15662  5.22416
C  4.77204  -8.29711  1.38512
C  5.72933  -7.19576  1.81955
C  5.21993  -6.39173  3.01685
C  3.91529  -5.62520  2.77825
C  3.94801  -4.63012  1.61671
C  4.95937  -3.50907  1.81428
H  3.81204  -7.89198  1.05600
H  5.19757  -8.85852  0.54915
H  4.58845  -8.99806  2.20424
H  5.93603  -6.53339  0.97314
H  6.68674  -7.65345  2.09114
H  6.00257  -5.69226  3.32922
H  5.07081  -7.07179  3.86406
H  3.65832  -5.08729  3.69912
H  3.10016  -6.33601  2.60970
H  2.95171  -4.18490  1.51455
H  4.14982  -5.14693  0.67402
H  4.74397  -2.94796  2.72785
H  4.91918  -2.81315  0.97262
H  5.98053  -3.89269  1.87766
Be  -6.18281  -0.50141  4.14450
C  0.87384  2.58153  -2.00766
C  1.25063  1.60831  -3.12698
C  2.26026  0.61408  -2.54991
S  1.91053  0.50638  -0.79789
O  3.03484  1.03962  -0.07144
O  1.34613  -0.79547  -0.50284
C  0.60081  1.71803  -0.78329
H  0.00483  3.18738  -2.27270
H  1.71108  3.25865  -1.80950
H  0.35544  1.07285  -3.46070
H  1.66262  2.12953  -3.99432
H  2.15568  -0.37345  -3.00131
H  3.28508  0.97033  -2.66797
H  0.62255  2.27834  0.15165
H  -0.34831  1.18539  -0.88110
F  4.72551  1.14195  2.27734
C  -2.12007  -1.60343  -3.66791
O  -2.15001  -1.46064  -5.07536
C  -2.86457  -2.51072  -5.71767
C  -3.44856  -2.03161  -7.04132
O  -4.60990  -1.21093  -6.89054
C  -4.39108  0.10785  -6.38264
C  -3.69420  1.03662  -7.37183
O  -2.29741  0.75760  -7.41504
C  -1.71485  1.10603  -8.65667
H  -1.54662  -2.49111  -3.38863
H  -1.64037  -0.71936  -3.24520
H  -3.13469  -1.66622  -3.26497
H  -3.67502  -2.87279  -5.07611
H  -2.15677  -3.32681  -5.90276
H  -3.78882  -2.91223  -7.59653
H  -2.70085  -1.54014  -7.66456
H  -3.88106  0.07876  -5.42056
H  -5.39052  0.51167  -6.19478
H  -3.81482  2.07729  -7.05237
H  -4.14465  0.91104  -8.36352
H  -2.21757  0.58362  -9.47826
H  -0.66983  0.78950  -8.64160
H  -1.75986  2.18727  -8.80998
C  3.80140  -1.46349  7.98118
Br  2.85448  -3.11344  7.59306
Br  3.05317  -0.54854  9.51931
Br  5.70998  -1.75490  8.17296
H  3.66415  -0.80692  7.12166
O  1.47066  8.74823  1.72695
V  1.63900  7.85814  3.21516
O  1.81109  6.97211  4.70451
C  -5.57402  -3.05269  -2.40637
O  -6.23437  -2.23411  -3.03578
O  -4.38998  -3.36659  -2.65493
O  -5.98155  -3.69970  -1.42025
C  0.33945  10.61348  -1.42216
Cl  0.16031  11.77518  -0.09039
Cl  -0.22437  11.35701  -2.93678
Cl  2.04853  10.15982  -1.58631
Cl  -0.62746  9.16495  -1.07843

Results
charge = -1
calculated total energy = -503279.026 eV
E_HOMO = -0.17376 hartree

Here are the Mulliken charges for atoms 1 to 4, given in e:
1. O -0.50
2. C 0.55
3. F -0.23
4. C -0.71

C26H49BBrN9O6P2 | wB97M-V/def2-TZVPD

Cartesian coordinates (Å):
C  1.41051  -3.01304  -6.62327
N  1.33372  -2.57033  -5.16272
C  -0.16592  -2.57107  -4.88349
B  1.99157  -3.57987  -4.27051
O  1.14698  -4.70103  -3.82561
C  3.56170  -3.54101  -3.79008
C  4.04091  -3.98340  -2.33297
C  2.95799  -4.49791  -1.25365
N  2.55276  -5.93857  -1.46125
C  5.53704  -3.98951  -1.87503
Br  6.13231  -4.57034  -0.05710
C  6.63800  -3.54838  -2.88667
C  6.22811  -3.09718  -4.35157
C  4.71991  -3.09582  -4.77570
O  4.45821  -2.65817  -6.14750
C  4.32519  -1.22586  -6.07548
N  4.46748  -0.02947  -6.24906
C  7.43558  -2.69124  -5.35647
O  7.36442  -1.77014  -6.20865
C  8.78613  -3.56736  -5.15035
C  9.15736  -3.98138  -3.82103
C  8.22902  -3.54934  -2.56231
O  8.72343  -3.21165  -1.45724
H  1.96477  -4.02616  -6.68909
H  0.38845  -3.01916  -7.13651
H  2.07115  -2.24566  -7.17892
H  -0.40952  -2.51736  -3.76747
H  -0.68320  -3.51426  -5.31169
H  -0.58426  -1.66897  -5.48286
H  1.34274  -5.50143  -4.36944
H  2.02968  -3.80164  -1.33519
H  3.31482  -4.41650  -0.16444
H  2.67257  -6.22337  -2.44510
H  1.54340  -5.96090  -1.20652
H  9.41267  -3.88849  -6.06859
H  10.09731  -4.62930  -3.70016
O  0.65550  -2.66027  1.25766
P  0.53045  -1.15794  1.59197
N  0.20860  -1.40943  3.23760
C  -1.04233  -1.70623  3.89694
C  1.34244  -1.82784  4.05733
N  -0.79076  -0.89040  0.53553
C  -2.19490  -1.01171  0.88407
C  -0.60142  -1.49618  -0.78532
N  0.42402  0.59445  1.94912
C  1.75130  1.21048  1.96318
C  -0.43136  1.26717  2.90706
H  -1.05140  -1.24815  4.89289
H  -1.20270  -2.78387  4.00964
H  -1.91122  -1.29418  3.39082
H  1.73831  -0.97176  4.61636
H  2.15544  -2.22717  3.44405
H  1.07757  -2.61181  4.77317
H  -2.42158  -1.98751  1.32592
H  -2.83915  -0.89551  0.00495
H  -2.51761  -0.21659  1.55641
H  -0.87708  -2.55765  -0.78836
H  0.44120  -1.41634  -1.10271
H  -1.19944  -0.98097  -1.54270
H  2.27483  1.01564  2.90507
H  1.68727  2.29818  1.81953
H  2.36463  0.82257  1.14567
H  -0.04199  1.20454  3.93118
H  -1.45299  0.89698  2.91185
H  -0.51158  2.32876  2.64869
O  -3.56181  3.12208  3.01561
P  -3.99926  4.55932  2.66551
N  -4.50497  4.94037  4.23865
C  -5.76766  4.67698  4.88977
C  -3.44501  5.14967  5.22139
N  -5.18430  4.07814  1.52204
C  -6.58036  3.81124  1.81654
C  -4.71617  3.03834  0.59483
N  -4.44398  6.24020  2.23061
C  -3.25235  7.07136  2.05487
C  -5.52424  7.05039  2.75684
H  -5.99729  5.48867  5.58999
H  -5.75538  3.73321  5.44533
H  -6.61302  4.64751  4.20753
H  -3.28571  6.22277  5.37969
H  -2.49645  4.72017  4.88625
H  -3.67107  4.69041  6.18841
H  -6.69343  3.07760  2.62130
H  -7.10790  3.41662  0.94070
H  -7.12507  4.72185  2.06632
H  -4.80221  2.03661  1.03172
H  -3.67050  3.20012  0.32355
H  -5.28876  3.06005  -0.33677
H  -2.84126  7.39319  3.01747
H  -3.47475  7.96525  1.45550
H  -2.47474  6.52101  1.51894
H  -5.27801  7.49539  3.72913
H  -6.46099  6.50904  2.86140
H  -5.74036  7.87047  2.06302

Results
charge = 0
calculated total energy = -142732.359 eV
E_HOMO = -0.27374 hartree

Here are the Mulliken charges for atoms 1 to 4, given in e:
1. C -0.75
2. N -0.11
3. C -0.72
4. B 0.58

C26H49Br10F2IN3O8P | wB97M-V/def2-TZVPD

Cartesian coordinates (Å):
C  3.28992  -3.73489  3.89979
O  3.44764  -2.33769  3.65065
C  2.84898  -1.85021  2.53075
I  3.71090  -2.68893  0.68528
C  3.14572  -0.32904  2.49196
O  2.49060  0.27508  3.56473
C  1.64676  1.36936  3.17861
C  2.38791  2.47905  2.41679
C  1.56540  2.89739  1.21755
C  1.64162  1.87279  0.10192
C  0.90182  2.31869  -1.13296
N  -0.53171  1.95706  -1.09881
C  1.09916  1.97080  4.47028
C  -0.11126  1.27995  5.07373
C  -1.38824  1.28297  4.21307
C  -2.01357  -0.07352  4.36908
O  -3.24368  -0.25178  3.66155
C  -3.57123  -1.57452  3.85002
C  -3.07794  -2.50499  2.79721
O  -4.16198  -1.92985  4.82771
N  4.60677  -0.13001  2.68270
C  4.93703  0.46368  3.93594
O  5.03178  1.62422  4.19487
F  5.12622  -0.46925  4.84606
C  5.31016  0.47211  1.65269
O  6.40895  0.96200  1.77701
F  4.70759  0.43855  0.47494
P  1.02181  -2.12850  2.43476
N  0.27823  -0.97028  1.72812
O  0.58202  -2.37755  3.93137
O  0.77602  -3.53327  1.73983
H  2.79959  -4.26023  3.09285
H  2.73014  -3.88021  4.80923
H  4.27426  -4.15622  4.00722
H  2.80081  0.03480  1.53970
H  0.79252  1.05192  2.60336
H  3.39058  2.21176  2.11022
H  2.48985  3.36133  3.02641
H  1.86232  3.86062  0.83138
H  0.52608  2.93728  1.52600
H  2.68848  1.67967  -0.11874
H  1.19474  0.93866  0.41390
H  1.01860  3.37730  -1.31826
H  1.32772  1.81511  -1.99005
H  -0.76713  1.78559  -0.12910
H  -0.62681  1.05377  -1.53485
H  1.91389  1.90297  5.18284
H  0.91065  3.01978  4.32913
H  0.12906  0.28412  5.42646
H  -0.36138  1.84803  5.95801
H  -1.20007  1.54439  3.18120
H  -2.07378  2.02201  4.59546
H  -1.27914  -0.81605  4.08663
H  -2.22105  -0.19961  5.42687
H  -2.01864  -2.40764  2.63942
H  -3.30182  -3.51405  3.09091
H  -3.58064  -2.27368  1.86734
H  -0.23965  -1.24351  0.90699
H  0.92241  -1.68996  4.51636
H  0.27676  -3.41359  0.92836
Br  4.41983  4.83018  -3.13152
C  4.64051  3.60591  -4.62731
C  3.40378  2.77334  -4.82120
Br  3.28220  1.38961  -3.46182
H  5.52090  3.00782  -4.42074
H  4.82400  4.23284  -5.49658
H  3.43236  2.25045  -5.77411
H  2.49261  3.35860  -4.75715
Br  -3.21809  -5.74545  0.26829
C  -4.27067  -4.53884  -0.83770
C  -3.56283  -4.16192  -2.10913
Br  -2.21090  -2.78684  -1.84448
H  -4.53119  -3.68043  -0.22890
H  -5.17088  -5.10260  -1.06901
H  -4.26424  -3.70782  -2.80725
H  -3.07343  -5.00552  -2.58297
Br  -4.86890  -0.59309  -3.42493
C  -5.45802  -1.24017  -5.16164
C  -6.84014  -1.82975  -5.10113
Br  -6.83085  -3.60297  -4.28940
H  -4.71394  -1.95308  -5.50082
H  -5.44680  -0.36896  -5.81202
H  -7.23828  -1.98263  -6.10102
H  -7.53111  -1.22566  -4.52392
Br  -6.43632  -5.05607  -9.90662
C  -7.04536  -5.28935  -8.07340
C  -8.51948  -5.02399  -7.93658
Br  -8.91647  -3.11925  -7.97770
H  -6.44437  -4.63129  -7.45571
H  -6.82214  -6.32364  -7.82398
H  -8.87713  -5.37069  -6.96996
H  -9.10672  -5.48136  -8.72483
Br  4.80224  6.37912  1.28079
C  6.02120  6.88857  -0.14777
C  5.82846  8.32283  -0.56217
Br  4.22795  8.55136  -1.64529
H  5.85676  6.19197  -0.96208
H  7.01904  6.74142  0.25827
H  6.65283  8.64857  -1.19192
H  5.73183  8.99508  0.28292

Results
charge = 0
calculated total energy = -771858.028 eV
E_HOMO = -0.33405 hartree

Here are the Mulliken charges for atoms 1 to 4, given in e:
1. C -0.84
2. O -0.26
3. C -0.90
4. I 0.06